[1]
The following is a DFT calculation (ωB97M-V with the def2-TZVPD basis set) of a molecular structure, C50H55AsN11O3Sr.

The geometry in XYZ format:
```
121
Properties=species:S:1:pos:R:3:mulliken_charge:R:1
Sr 0.6998 -0.4966 -0.0455 2.586
C 0.0120 4.1174 -5.8159 -1.702
C 0.1535 2.9271 -4.9080 0.439
C -0.1691 1.6596 -5.3065 -1.113
C -0.0440 0.5466 -4.4391 0.203
C -0.4334 -0.7404 -4.8816 -0.213
N -0.4152 -1.7884 -4.1105 0.674
C -0.7022 -3.1714 -4.4884 -1.079
C -0.7773 -4.0326 -3.2327 -0.596
C 0.5052 -3.9324 -2.4152 -0.182
N 0.5263 -4.9301 -1.3460 0.127
C 1.5756 -5.2539 -0.6477 -0.879
C 2.8110 -4.5416 -0.5957 0.189
C 4.0138 -5.2850 -0.5619 -0.767
C 5.2420 -4.6810 -0.5040 0.206
C 6.5283 -5.4617 -0.5414 -1.557
C 5.2553 -3.2781 -0.3721 -0.737
C 4.1195 -2.5034 -0.3038 0.948
C 4.2859 -1.0696 -0.0244 -1.375
N 3.3580 -0.2090 0.1125 0.583
C 3.7518 1.1761 0.4056 -1.899
C 2.6184 1.9102 1.1543 0.659
C 2.2183 3.2644 0.5594 -1.612
N 1.5151 3.2889 -0.7294 -0.587
C 1.3885 2.2077 -1.3667 0.176
C 0.8007 2.0513 -2.7143 1.456
C 0.6438 3.0934 -3.5914 -0.733
C 0.4485 0.7224 -3.1131 -0.695
O 0.5664 -0.2660 -2.2959 -0.370
C 2.8210 -3.1160 -0.4284 -0.068
O 1.7598 -2.4451 -0.2927 0.073
H -0.5196 3.8563 -6.7298 0.381
H 0.9871 4.5180 -6.0979 0.427
H -0.5383 4.9190 -5.3204 0.351
H -0.5443 1.4897 -6.3111 0.358
H -0.7668 -0.8773 -5.9081 0.561
H -0.0907 -1.5665 -3.1529 -0.552
H 0.0890 -3.5304 -5.1511 0.367
H -1.6448 -3.2164 -5.0344 0.530
H -0.9645 -5.0638 -3.5399 0.541
H -1.6211 -3.7087 -2.6207 0.131
H 0.6094 -2.9583 -1.9446 -0.486
H 1.3918 -4.1053 -3.0332 0.685
H -0.3446 -5.4153 -1.1506 0.413
H 1.4738 -6.1749 -0.0785 0.577
H 3.9577 -6.3668 -0.6314 0.462
H 6.3519 -6.4958 -0.8321 0.373
H 7.0184 -5.4677 0.4338 0.332
H 7.2286 -5.0282 -1.2560 0.373
H 6.2174 -2.7815 -0.2759 0.489
H 5.3318 -0.7615 0.1023 0.268
H 3.9550 1.6803 -0.5438 0.359
H 4.6827 1.2091 0.9793 0.675
H 2.9204 2.0794 2.1886 1.009
H 1.7255 1.2783 1.2077 -0.198
H 3.1069 3.8904 0.4305 0.495
H 1.5863 3.7904 1.2768 0.417
H 1.7669 1.2637 -0.9748 0.236
H 0.9210 4.0850 -3.2471 0.582
C -0.5660 -1.4435 3.2507 -0.747
N 0.5919 -0.5761 2.9515 1.501
C 1.7890 -1.2014 3.5435 -0.796
N 1.6574 -1.4113 4.9808 0.101
C 0.4836 -2.2616 5.2105 -0.700
N -0.7442 -1.6626 4.6805 0.198
C -0.9344 -0.3590 5.3200 -0.679
N 0.2028 0.5372 5.0904 0.110
C 0.3663 0.7066 3.6495 -0.590
C 1.4076 -0.1138 5.6149 -0.685
H -0.4249 -2.4065 2.7535 0.046
H -1.4614 -0.9662 2.8507 -0.051
H 2.6490 -0.5541 3.3520 0.173
H 1.9609 -2.1638 3.0545 0.176
H 0.3669 -2.4238 6.2827 0.341
H 0.6439 -3.2258 4.7247 0.331
H -1.0646 -0.5031 6.3934 0.385
H -1.8373 0.1040 4.9154 0.287
H 1.2189 1.3628 3.4728 0.234
H -0.5267 1.1752 3.2345 -0.416
H 1.2904 -0.2633 6.6891 0.361
H 2.2672 0.5380 5.4452 0.332
O -0.6276 1.0550 0.6149 1.505
As -1.9692 2.0497 0.4711 0.503
C -3.6223 1.1427 0.7921 0.332
C -4.7936 1.8897 0.6725 -0.734
C -6.0144 1.2819 0.9117 -0.912
C -6.0638 -0.0642 1.2613 -0.713
C -4.8993 -0.8086 1.3693 -0.702
C -3.6706 -0.2002 1.1351 1.074
C -1.8651 3.4582 1.7602 0.574
C -0.9483 4.4951 1.5948 -0.484
C -0.8106 5.4535 2.5869 -1.204
C -1.5741 5.3696 3.7437 -0.673
C -2.4740 4.3274 3.9148 -0.861
C -2.6228 3.3668 2.9240 -0.656
C -2.2345 2.7668 -1.2886 0.842
C -2.5041 1.8443 -2.2985 -0.728
C -2.8255 2.2930 -3.5682 -0.545
C -2.8870 3.6560 -3.8305 -0.833
C -2.6177 4.5722 -2.8264 -0.993
C -2.2935 4.1300 -1.5490 -0.387
H -4.7558 2.9369 0.3922 0.461
H -6.9276 1.8549 0.8221 0.421
H -7.0193 -0.5374 1.4444 0.443
H -4.9434 -1.8604 1.6224 0.420
H -2.7542 -0.7728 1.1904 -0.909
H -0.3303 4.5446 0.7052 0.763
H -0.1029 6.2622 2.4599 0.459
H -1.4644 6.1186 4.5165 0.408
H -3.0613 4.2599 4.8205 0.443
H -3.3300 2.5571 3.0573 0.433
H -2.4705 0.7793 -2.0901 0.390
H -3.0404 1.5800 -4.3536 0.508
H -3.1556 4.0032 -4.8199 0.447
H -2.6704 5.6337 -3.0297 0.468
H -2.1001 4.8513 -0.7689 0.493
N -1.0204 -2.1094 -0.3045 -0.610
C -1.7232 -2.9814 0.0376 0.279
N -2.3826 -4.0558 0.2552 -0.747
C -3.5498 -4.1113 0.8670 0.463
N -4.5800 -4.2243 1.3802 -0.659
```

Gap between HOMO and LUMO ... 7.40 eV
Net charge ... +1
E_LUMO ... -2.87 eV

=====

[2]
The following is a DFT calculation (ωB97M-V with the def2-TZVPD basis set) of 2 unconnected molecules or ions with the total composition C4H14N3O.

The geometry in XYZ format:
```
22
Properties=species:S:1:pos:R:3:mulliken_charge:R:1
C -2.2451 1.4751 1.4918 -0.426
C -1.3479 0.7041 0.5131 -0.596
O -1.8645 1.3521 2.8580 -0.511
H -2.1606 2.5157 1.1772 0.267
H -3.2428 1.0479 1.4960 0.301
H -1.5294 1.1677 -0.4650 0.310
H -0.9362 1.6256 2.9694 0.291
H -1.6517 -0.3260 0.3184 0.220
H -0.2900 0.8134 0.7341 0.154
C 0.0221 -1.2663 -2.5428 -0.997
C 1.4250 -0.6125 -0.6396 0.648
N 0.8371 -0.2476 -1.7775 -0.118
N 0.8435 -1.5414 0.1214 -0.353
N 2.4933 -0.0006 -0.1167 -0.419
H 1.4277 0.2494 -2.4347 0.298
H 0.0919 -2.1078 -0.1980 0.209
H 1.1004 -1.5247 1.0882 0.208
H 3.1719 0.4858 -0.6927 0.253
H 2.8629 -0.4609 0.6913 0.204
H 0.3524 -1.1119 -3.5675 0.384
H -1.0288 -1.0182 -2.4836 0.297
H 0.3204 -2.2674 -2.2529 0.377
```

Gap between HOMO and LUMO ... 9.74 eV
Net charge ... +1
E_LUMO ... -3.22 eV

=====

[3]
The following is a DFT calculation (ωB97M-V with the def2-TZVPD basis set) of a single C5H11N3 molecule.

The geometry in XYZ format:
```
19
Properties=species:S:1:pos:R:3:mulliken_charge:R:1
C -0.3907 -2.3201 -0.6906 -0.880
N -1.4084 -1.6200 0.0834 -0.572
C -1.3658 -0.3310 0.1147 0.723
C -2.3468 0.3563 1.0418 -1.074
N -0.4869 0.4694 -0.5943 -0.318
C 0.5630 1.1277 0.0137 -0.238
C 1.8168 1.1986 -0.4561 -0.109
N 2.9061 1.7302 0.1776 -0.551
H -0.5332 -3.3989 -0.5821 0.282
H 0.6164 -2.0889 -0.3237 0.281
H -0.4565 -2.0848 -1.7575 0.298
H -1.8806 0.4882 2.0224 0.239
H -3.2466 -0.2556 1.1589 0.366
H -2.6317 1.3334 0.6429 0.340
H -0.1652 0.0155 -1.4425 0.231
H 0.3064 1.5576 0.9777 0.264
H 2.0666 0.7604 -1.4200 0.261
H 2.8415 1.6954 1.1938 0.217
H 3.7956 1.3666 -0.1600 0.240
```

Gap between HOMO and LUMO ... 8.23 eV
Net charge ... 0
E_LUMO ... 0.95 eV
SMILES ... C/N=C(/C)N/C=C/N

=====

[4]
The following is a DFT calculation (ωB97M-V with the def2-TZVPD basis set) of a single C4H5NO molecule.

The geometry in XYZ format:
```
11
Properties=species:S:1:pos:R:3:mulliken_charge:R:1
C -1.3052 0.2637 -0.4021 -0.986
C -0.3349 -0.3929 0.5606 0.574
O -0.5600 -0.5605 1.7286 -0.520
C 1.0718 -0.6976 0.0069 -0.414
C 1.5401 0.6897 0.0909 0.276
N 1.5687 1.8316 0.2364 -0.414
H -2.1760 -0.3777 -0.5666 0.348
H -0.8548 0.5135 -1.3651 0.304
H -1.6506 1.1859 0.0633 0.295
H 1.0909 -1.0742 -1.0217 0.256
H 1.6100 -1.3815 0.6688 0.281
```

Gap between HOMO and LUMO ... 10.94 eV
Net charge ... 0
E_LUMO ... 0.63 eV
SMILES ... CC(=O)CC#N